Molecular formula: C5H7NO
Method: DFT, ωB97M-V with the def2-TZVPD basis set

Calculated values
Energy above the lowest of the compared OMol25 structures with the same formula, charge and spin = 47.93 kcal per mole
SMILES = [H]/N=C/C=C\CC=O
Largest force on an atom = 0.68 eV Å⁻¹

```
14
Properties=species:S:1:pos:R:3:nbo_charge:R:1
O 1.067 2.082 1.119 -0.5876
N -0.657 1.163 -0.766 -0.6082
C -0.822 -1.186 -0.364 -0.3127
C 1.362 -0.150 0.192 -0.5662
C -1.396 0.125 -0.697 0.1213
C 0.605 0.985 0.907 0.4617
C 0.465 -1.331 0.000 -0.0678
H 1.717 0.229 -0.772 0.2575
H -1.139 2.058 -0.809 0.3710
H -2.472 0.172 -0.862 0.1704
H 2.235 -0.394 0.805 0.2313
H -0.326 0.614 1.417 0.0961
H 0.857 -2.328 0.210 0.2133
H -1.496 -2.038 -0.380 0.2198
```